Entry 1:
{"formula": "C5H6O2", "method": "ωB97M-V with the def2-TZVPD basis set", "orbital_gap_ev": 9.91, "smiles": "CC#COC(C)=O", "fmax_ha_per_bohr": 0.0614, "relative_energy_kj_mol": 285.4, "species": ["C", "C", "C", "C", "C", "O", "O", "H", "H", "H", "H", "H", "H"], "coordinates": [[1.800108, 0.137515, 0.057668], [-1.881837, 0.304741, 0.280689], [0.645505, 0.079256, 0.394166], [3.193998, 0.460746, -0.043511], [-2.810017, -0.672407, -0.228348], [-0.596334, -0.408241, 0.332281], [-1.966298, 1.424178, 0.652748], [3.368335, 1.008114, -0.961854], [3.716634, -0.432934, -0.026631], [3.374879, 1.044918, 0.861567], [-2.750469, -0.565908, -1.326295], [-3.876154, -0.803325, 0.042749], [-2.218356, -1.576647, -0.035231]], "forces_ev_per_angstrom": [[-1.169, 0.368, 0.542], [2.271, 1.444, 1.648], [-1.441, -0.470, -1.032], [-1.050, 1.438, 0.369], [-0.298, -2.186, -1.486], [-0.484, 0.185, 0.109], [-0.196, -0.019, -0.266], [0.377, 0.215, 0.012], [1.520, -1.564, 0.005], [0.712, 0.149, -0.319], [-0.199, -0.032, 0.251], [0.900, 0.826, 0.345], [-0.943, -0.355, -0.178]]}

=====

Entry 2:
{"formula": "C5H6O2", "method": "ωB97M-V with the def2-TZVPD basis set", "orbital_gap_ev": 8.28, "fmax_ha_per_bohr": 0.0088, "relative_energy_kj_mol": 433.1, "species": ["O", "C", "C", "C", "C", "C", "O", "H", "H", "H", "H", "H", "H"], "coordinates": [[-0.747389, 0.755329, 2.492965], [-0.593453, 0.904561, 1.307796], [-0.581241, -0.985229, -0.384808], [0.799534, -0.892667, 0.065659], [0.720860, 0.594684, 0.596622], [-0.941578, -0.482763, -1.670538], [-0.919414, -1.260935, -2.614878], [-1.408352, 1.314004, 0.671903], [1.571251, -0.959561, -0.713203], [1.038403, -1.544267, 0.909807], [0.869835, 1.283113, -0.241716], [1.523076, 0.715091, 1.327641], [-1.331535, 0.558640, -1.747252]], "forces_ev_per_angstrom": [[0.099, 0.101, -0.428], [0.005, -0.035, 0.308], [0.230, 0.080, -0.140], [-0.123, -0.206, -0.038], [0.020, 0.251, 0.091], [0.008, -0.222, -0.089], [0.014, 0.239, 0.163], [0.075, -0.051, 0.130], [-0.143, 0.058, 0.099], [-0.106, 0.107, -0.107], [-0.062, -0.103, 0.143], [-0.055, -0.044, -0.106], [0.039, -0.175, -0.027]]}

=====

Entry 3:
{"formula": "C5H6O2", "method": "ωB97M-V with the def2-TZVPD basis set", "orbital_gap_ev": 10.87, "smiles": "C#C[C@H](C=O)CO", "fmax_ha_per_bohr": 0.0417, "relative_energy_kj_mol": 350.0, "species": ["O", "C", "C", "C", "O", "C", "C", "H", "H", "H", "H", "H", "H"], "coordinates": [[-2.378575, -0.254079, 0.086161], [-1.131818, -0.891370, 0.177048], [-0.069803, -0.107095, -0.606701], [0.277027, 1.364775, 0.198947], [-0.526170, 1.990945, 0.831527], [1.278076, -0.593928, -0.536815], [2.396100, -0.254835, -0.165028], [-2.296826, 0.606504, 0.518780], [-0.792316, -1.014140, 1.219551], [-1.263994, -1.896021, -0.240405], [-0.407506, 0.071500, -1.637000], [1.473342, 1.341481, 0.167590], [3.436079, -0.373059, -0.004079]], "forces_ev_per_angstrom": [[-0.177, 0.194, 0.163], [0.270, -0.055, 0.032], [0.088, 0.769, 0.335], [-0.510, -0.689, 0.292], [1.227, -0.759, -0.983], [0.802, 0.510, 0.408], [-0.285, -1.743, -0.747], [-0.054, -0.048, -0.058], [-0.112, 0.067, -0.184], [0.128, 0.225, -0.004], [0.013, 0.112, 0.297], [-1.753, 1.195, 0.296], [0.365, 0.224, 0.152]]}

=====

Entry 4:
{"formula": "C5H6O2", "method": "ωB97M-V with the def2-TZVPD basis set", "orbital_gap_ev": 10.19, "smiles": "O[C@@H]1C/C1=C1\\CO1", "fmax_ha_per_bohr": 0.0088, "relative_energy_kj_mol": 403.9, "species": ["O", "C", "C", "C", "C", "C", "O", "H", "H", "H", "H", "H", "H"], "coordinates": [[-0.202073, 1.759358, -0.359281], [0.040223, 2.125198, 1.022776], [0.306852, 0.808797, 0.524128], [0.548387, -0.442023, 0.262084], [0.343446, -1.904175, 0.221026], [0.060331, -1.044408, -0.988137], [-1.249491, -0.726697, -1.327286], [-1.306430, 0.237017, -1.208156], [-0.853787, 2.311427, 1.614358], [0.850640, 2.842268, 1.125171], [-0.509864, -2.302215, 0.766530], [1.205039, -2.566592, 0.163226], [0.766726, -1.097955, -1.816438]], "forces_ev_per_angstrom": [[0.148, 0.071, -0.059], [0.071, 0.166, 0.413], [-0.029, -0.067, -0.110], [-0.142, 0.306, -0.229], [0.042, -0.111, 0.158], [0.332, -0.163, -0.078], [-0.136, 0.093, -0.113], [-0.236, -0.308, -0.170], [0.114, 0.015, -0.049], [-0.055, -0.115, 0.178], [0.146, 0.110, -0.031], [-0.113, 0.168, 0.062], [-0.142, -0.166, 0.028]]}

=====

Entry 5:
{"formula": "C5H6O2", "method": "ωB97M-V with the def2-TZVPD basis set", "orbital_gap_ev": 9.37, "smiles": "C[C@@H]1C=CC(=O)O1", "fmax_ha_per_bohr": 0.0708, "relative_energy_kj_mol": 270.1, "species": ["C", "C", "O", "C", "O", "C", "C", "H", "H", "H", "H", "H", "H"], "coordinates": [[-0.455567, 0.575072, -1.542904], [0.531600, 0.788443, -0.051212], [-0.794946, 0.638686, 0.466237], [-0.961462, -0.615620, 0.970181], [-2.064938, -1.078298, 1.118737], [0.398063, -1.114636, 1.232753], [1.292660, -0.273753, 0.677491], [-1.545124, 0.874623, -1.580406], [0.102277, 1.215362, -2.183128], [-0.409087, -0.494173, -1.747904], [0.957688, 1.810762, 0.014911], [0.571478, -1.991341, 1.841966], [2.377359, -0.335127, 0.783278]], "forces_ev_per_angstrom": [[2.124, 0.185, -0.473], [-2.406, -0.151, -1.662], [-1.070, 0.245, 3.471], [-0.441, 0.715, 0.244], [0.605, -0.179, 0.134], [0.513, 0.101, 0.008], [-0.522, -0.557, -0.553], [1.532, -0.006, 0.929], [0.284, -0.076, -1.467], [0.324, 0.180, -0.274], [-0.626, -0.599, 0.086], [0.099, 0.094, -0.115], [-0.415, 0.048, -0.326]]}

=====

Entry 6:
{"formula": "C5H6O2", "method": "ωB97M-V with the def2-TZVPD basis set", "orbital_gap_ev": 10.87, "smiles": "C#CCC.O=C=O", "fmax_ha_per_bohr": 0.0174, "relative_energy_kj_mol": 91.2, "species": ["C", "C", "O", "C", "O", "C", "C", "H", "H", "H", "H", "H", "H"], "coordinates": [[1.471977, 0.591863, 0.843185], [1.042874, -0.717396, 0.137034], [-1.886158, 0.128318, 1.211310], [-2.584045, 0.316559, 0.294637], [-3.300742, 0.512105, -0.600041], [-0.719992, -0.325426, -1.822986], [0.007674, -0.484261, -0.876742], [0.622826, 1.046473, 1.365525], [2.260157, 0.405835, 1.582608], [1.846607, 1.311331, 0.109954], [0.696546, -1.445447, 0.879542], [-1.308351, -0.173570, -2.695059], [1.850626, -1.166386, -0.428965]], "forces_ev_per_angstrom": [[0.007, -0.199, -0.082], [-0.431, 0.517, 0.274], [-0.666, 0.176, -0.574], [0.129, -0.033, 0.277], [0.300, -0.079, 0.521], [0.468, -0.026, 0.286], [-0.125, -0.079, -0.552], [0.145, -0.148, -0.149], [-0.144, -0.040, -0.203], [-0.036, -0.080, 0.102], [0.021, 0.089, -0.179], [-0.127, -0.001, 0.079], [0.461, -0.097, 0.200]]}

=====

Entry 7:
{"formula": "C5H6O2", "method": "ωB97M-V with the def2-TZVPD basis set", "orbital_gap_ev": 10.77, "fmax_ha_per_bohr": 0.0082, "relative_energy_kj_mol": 257.0, "species": ["O", "C", "C", "O", "C", "C", "C", "H", "H", "H", "H", "H", "H"], "coordinates": [[1.034743, 0.099986, 2.014991], [0.825594, 0.001673, 0.648314], [-0.376418, -0.904496, 0.217017], [-1.244197, 0.198598, 0.627533], [-0.192985, 1.014199, 0.019369], [-0.223077, 0.558137, -1.432525], [-0.351786, -0.764206, -1.293449], [0.154777, 0.094133, 2.424178], [1.795641, -0.122843, 0.163714], [-0.610832, -1.857737, 0.690586], [-0.224221, 2.072911, 0.277818], [-0.156287, 1.163808, -2.327582], [-0.430953, -1.554165, -2.029964]], "forces_ev_per_angstrom": [[-0.245, -0.026, 0.123], [0.174, -0.073, -0.327], [-0.043, -0.413, 0.070], [-0.137, 0.022, -0.006], [0.054, 0.392, -0.022], [-0.002, -0.124, 0.000], [0.009, 0.109, -0.008], [0.172, 0.127, -0.015], [-0.157, -0.036, -0.026], [0.080, 0.095, -0.055], [-0.001, -0.159, -0.018], [0.025, -0.054, 0.174], [0.071, 0.142, 0.110]]}

=====

Entry 8:
{"formula": "C5H6O2", "method": "ωB97M-V with the def2-TZVPD basis set", "orbital_gap_ev": 11.53, "smiles": "C#C[C@@H](C)OC=O", "fmax_ha_per_bohr": 0.0116, "relative_energy_kj_mol": 225.0, "species": ["C", "C", "O", "C", "O", "C", "C", "H", "H", "H", "H", "H", "H"], "coordinates": [[1.537312, -0.825024, -0.359062], [0.199420, -0.394716, 0.217614], [0.415831, 0.885492, 0.818501], [-0.647560, 1.443113, 1.466420], [-0.951149, 1.176882, 2.591275], [-0.826456, -0.296802, -0.842891], [-1.645167, -0.199032, -1.719948], [1.878806, -0.057267, -1.055850], [1.434312, -1.770277, -0.895879], [2.274532, -0.924220, 0.440775], [-0.136371, -1.104721, 0.984728], [-1.169116, 2.195039, 0.858522], [-2.364393, -0.128466, -2.504206]], "forces_ev_per_angstrom": [[0.070, 0.053, -0.010], [-0.055, -0.249, -0.208], [0.033, 0.182, 0.011], [-0.217, -0.064, 0.553], [0.113, 0.015, -0.504], [-0.359, 0.031, -0.313], [0.387, -0.089, 0.395], [-0.005, -0.100, 0.015], [0.016, 0.081, 0.105], [-0.115, -0.038, -0.076], [0.009, 0.145, -0.083], [0.059, 0.026, 0.012], [0.066, 0.008, 0.103]]}

=====

Entry 9:
{"formula": "C5H6O2S", "method": "ωB97M-V with the def2-TZVPD basis set", "orbital_gap_ev": 9.58, "smiles": "OCOc1ccsc1", "fmax_ha_per_bohr": 0.0685, "relative_energy_kj_mol": 126.6, "species": ["C", "C", "C", "C", "C", "O", "O", "S", "H", "H", "H", "H", "H", "H"], "coordinates": [[1.250983, -0.530856, -1.081521], [0.716418, -1.643160, -1.679263], [-0.563828, -1.054342, 0.290770], [-0.395321, 1.610243, 1.283486], [0.524520, -0.217022, 0.121573], [-1.448707, 1.729116, 0.412433], [0.759479, 0.913479, 0.837309], [-0.707214, -2.241699, -0.919821], [2.047819, -0.026784, -1.485055], [0.955818, -2.012615, -2.685636], [-1.123476, -1.244426, 1.112034], [-1.448933, 0.906623, -0.125270], [-0.019745, 2.624009, 1.604852], [-0.547813, 1.187433, 2.314109]], "forces_ev_per_angstrom": [[-2.299, -1.946, 1.163], [-0.202, 0.159, -1.071], [1.894, 0.140, -1.611], [1.276, 1.298, 3.017], [-0.847, -0.151, -0.894], [0.356, -0.675, -0.393], [0.528, -0.058, -0.887], [1.038, 0.234, -0.323], [1.724, 1.295, -0.634], [0.111, 0.106, 0.702], [-1.751, 0.209, 2.533], [-0.335, 0.418, 0.367], [-0.349, -0.678, -1.059], [-1.143, -0.352, -0.911]]}

=====

Entry 10:
{"formula": "C5H6O2S", "method": "ωB97M-V with the def2-TZVPD basis set", "orbital_gap_ev": 9.50, "smiles": "O=CS/C=C\\[C@H]1CO1", "fmax_ha_per_bohr": 0.1695, "relative_energy_kj_mol": 499.0, "species": ["C", "C", "C", "C", "C", "H", "H", "H", "H", "H", "H", "O", "O", "S"], "coordinates": [[1.834728, 1.152973, -0.309494], [1.028540, -1.500581, 0.006734], [-0.204804, -1.272134, -0.361791], [-1.132024, -0.054113, -0.225326], [-1.664237, 0.760286, 0.951373], [1.687006, 0.517381, -1.346972], [1.467127, -2.470419, -0.123456], [-0.634270, -2.152195, -0.902326], [-1.929120, -0.022544, -0.927539], [-2.713264, 1.281646, 0.704017], [-1.382357, 0.341105, 2.112129], [1.941541, 2.464260, -0.110423], [-0.646893, 1.310649, -0.061891], [2.348033, -0.356316, 0.594970]], "forces_ev_per_angstrom": [[1.037, 4.687, -1.729], [2.624, 1.343, 0.549], [-2.227, 0.483, -0.250], [-0.021, 1.116, 0.393], [0.502, -0.755, -0.024], [-0.544, 2.804, 1.625], [0.068, -0.341, -0.160], [-0.170, 0.924, 0.736], [-0.199, -0.624, -1.185], [2.479, -1.386, 1.179], [-0.496, 1.960, -3.506], [-0.310, -8.665, -0.889], [-1.345, -2.023, 2.309], [-1.397, 0.476, 0.953]]}